{
  "formula": "C86H187AsF6N9O7",
  "method": "ωB97M-V/def2-TZVPD",
  "lumo_energy_ha": -0.273,
  "charge": 5,
  "total_energy_ha": -7242.0347,
  "orbital_gap_ev": 9.00,
  "symbols": ["C", "C", "C", "N", "C", "C", "C", "C", "C", "C", "H", "H", "H", "H", "H", "H", "H", "H", "H", "H", "H", "H", "H", "H", "H", "H", "H", "H", "H", "H", "C", "C", "C", "N", "C", "C", "C", "C", "C", "C", "H", "H", "H", "H", "H", "H", "H", "H", "H", "H", "H", "H", "H", "H", "H", "H", "H", "H", "H", "H", "C", "C", "C", "N", "C", "C", "C", "C", "C", "C", "H", "H", "H", "H", "H", "H", "H", "H", "H", "H", "H", "H", "H", "H", "H", "H", "H", "H", "H", "H", "C", "C", "C", "N", "C", "C", "C", "C", "C", "C", "H", "H", "H", "H", "H", "H", "H", "H", "H", "H", "H", "H", "H", "H", "H", "H", "H", "H", "H", "H", "C", "C", "C", "N", "C", "C", "C", "C", "C", "C", "H", "H", "H", "H", "H", "H", "H", "H", "H", "H", "H", "H", "H", "H", "H", "H", "H", "H", "H", "H", "C", "C", "C", "N", "C", "C", "C", "C", "C", "C", "H", "H", "H", "H", "H", "H", "H", "H", "H", "H", "H", "H", "H", "H", "H", "H", "H", "H", "H", "H", "C", "C", "C", "N", "C", "C", "C", "C", "C", "C", "H", "H", "H", "H", "H", "H", "H", "H", "H", "H", "H", "H", "H", "H", "H", "H", "H", "H", "H", "H", "C", "C", "C", "N", "C", "C", "C", "C", "C", "C", "H", "H", "H", "H", "H", "H", "H", "H", "H", "H", "H", "H", "H", "H", "H", "H", "H", "H", "H", "H", "C", "C", "C", "N", "C", "C", "C", "C", "C", "C", "H", "H", "H", "H", "H", "H", "H", "H", "H", "H", "H", "H", "H", "H", "H", "H", "H", "H", "H", "H", "As", "F", "F", "F", "F", "F", "F", "O", "C", "O", "O", "H", "C", "C", "O", "O", "H", "H", "H", "C", "C", "O", "O", "H", "H", "H"],
  "coordinates": [[-1.344, 7.268, -8.976], [-1.513, 5.862, -8.339], [-1.246, 5.827, -6.854], [-0.624, 4.469, -6.406], [-1.434, 3.343, -6.922], [-2.840, 3.174, -6.291], [-2.639, 3.007, -4.713], [-1.879, 4.195, -4.222], [-0.577, 4.389, -4.913], [0.701, 4.282, -6.928], [-0.517, 7.807, -8.486], [-2.221, 7.819, -8.633], [-1.309, 7.199, -10.051], [-0.803, 5.195, -8.840], [-2.507, 5.452, -8.551], [-2.016, 6.104, -6.163], [-0.424, 6.528, -6.629], [-1.457, 3.550, -7.988], [-0.787, 2.448, -6.773], [-3.473, 4.059, -6.438], [-3.288, 2.305, -6.769], [-3.620, 2.935, -4.238], [-2.090, 2.065, -4.519], [-2.471, 5.173, -4.339], [-1.656, 4.156, -3.160], [-0.149, 5.372, -4.611], [0.099, 3.584, -4.621], [0.630, 4.212, -8.016], [1.123, 3.383, -6.495], [1.339, 5.097, -6.720], [-1.821, -4.580, 6.316], [-2.911, -4.016, 5.369], [-2.786, -4.756, 4.097], [-3.762, -4.464, 2.997], [-3.482, -3.113, 2.494], [-4.345, -2.788, 1.282], [-4.179, -3.905, 0.187], [-4.446, -5.322, 0.732], [-3.582, -5.489, 1.983], [-5.140, -4.500, 3.546], [-0.788, -4.383, 5.923], [-1.884, -5.663, 6.527], [-1.836, -4.039, 7.270], [-2.878, -2.920, 5.216], [-3.867, -4.207, 5.876], [-2.839, -5.805, 4.247], [-1.798, -4.564, 3.694], [-2.431, -3.293, 2.242], [-3.554, -2.389, 3.287], [-4.039, -1.869, 0.895], [-5.357, -2.671, 1.563], [-3.126, -3.823, -0.124], [-4.860, -3.693, -0.650], [-4.185, -6.090, -0.016], [-5.498, -5.422, 0.924], [-2.562, -5.462, 1.675], [-3.732, -6.472, 2.383], [-5.725, -4.027, 2.782], [-5.291, -3.933, 4.484], [-5.425, -5.505, 3.780], [5.934, -2.819, 2.961], [4.887, -3.867, 3.584], [5.622, -5.125, 3.924], [4.723, -6.201, 4.492], [5.676, -7.253, 5.079], [6.363, -6.806, 6.357], [5.382, -6.252, 7.366], [4.472, -5.251, 6.703], [3.771, -5.691, 5.470], [4.003, -6.844, 3.376], [5.484, -1.817, 3.054], [6.134, -2.973, 1.900], [6.853, -2.784, 3.562], [4.000, -3.970, 3.023], [4.633, -3.349, 4.534], [6.427, -4.954, 4.693], [6.175, -5.552, 3.059], [6.403, -7.420, 4.291], [5.064, -8.131, 5.260], [7.149, -6.093, 6.127], [6.910, -7.700, 6.702], [5.889, -5.735, 8.174], [4.862, -7.100, 7.847], [5.008, -4.302, 6.457], [3.703, -5.023, 7.478], [3.226, -4.919, 4.943], [2.998, -6.468, 5.559], [3.526, -6.071, 2.755], [3.214, -7.395, 3.848], [4.654, -7.440, 2.741], [-2.693, -1.421, -5.068], [-2.901, -2.209, -6.388], [-3.945, -1.505, -7.340], [-4.217, -2.145, -8.649], [-4.878, -1.117, -9.567], [-6.212, -0.588, -9.137], [-7.162, -1.764, -9.012], [-6.619, -2.874, -8.082], [-5.213, -3.305, -8.461], [-2.965, -2.558, -9.323], [-2.722, -0.349, -5.204], [-1.734, -1.562, -4.609], [-3.417, -1.819, -4.365], [-3.175, -3.174, -6.056], [-1.977, -2.319, -6.998], [-3.509, -0.549, -7.694], [-4.866, -1.276, -6.840], [-4.218, -0.292, -9.774], [-4.986, -1.678, -10.482], [-6.154, 0.023, -8.232], [-6.587, 0.070, -9.916], [-8.116, -1.408, -8.639], [-7.364, -2.069, -10.051], [-6.511, -2.516, -7.052], [-7.279, -3.713, -8.149], [-4.674, -4.020, -7.829], [-5.293, -3.716, -9.468], [-2.269, -1.739, -9.208], [-3.186, -2.798, -10.382], [-2.619, -3.481, -8.755], [7.112, 8.606, -2.687], [5.573, 8.402, -2.777], [5.064, 7.538, -1.670], [3.610, 7.044, -1.688], [3.493, 6.062, -0.477], [4.273, 4.838, -0.676], [3.872, 4.097, -1.954], [4.173, 5.104, -3.127], [3.285, 6.297, -2.952], [2.657, 8.105, -1.552], [7.330, 8.982, -1.678], [7.433, 9.248, -3.517], [7.700, 7.694, -2.855], [5.398, 7.820, -3.668], [5.067, 9.345, -2.870], [5.188, 8.007, -0.710], [5.651, 6.608, -1.684], [3.741, 6.590, 0.433], [2.417, 5.878, -0.429], [5.353, 4.900, -0.657], [3.930, 4.232, 0.179], [4.488, 3.172, -2.040], [2.850, 3.782, -1.973], [5.234, 5.269, -3.194], [3.946, 4.637, -4.090], [3.271, 6.988, -3.759], [2.259, 5.869, -2.766], [2.662, 8.692, -2.472], [2.894, 8.743, -0.699], [1.637, 7.739, -1.464], [-2.821, -1.365, 8.159], [-1.323, -1.003, 7.990], [-1.164, 0.333, 7.386], [0.199, 0.686, 6.931], [1.117, 0.743, 8.091], [2.522, 1.138, 7.693], [3.141, 0.253, 6.565], [2.153, 0.215, 5.421], [0.764, -0.234, 5.867], [-0.004, 2.045, 6.332], [-2.885, -2.323, 8.596], [-3.269, -1.589, 7.169], [-3.438, -0.675, 8.681], [-0.980, -1.809, 7.358], [-0.923, -1.128, 9.002], [-1.524, 1.122, 8.056], [-1.766, 0.264, 6.484], [1.103, -0.267, 8.543], [0.621, 1.517, 8.755], [3.083, 1.014, 8.601], [2.608, 2.205, 7.407], [3.268, -0.694, 7.042], [4.188, 0.610, 6.338], [2.535, -0.628, 4.834], [2.112, 1.146, 4.883], [0.749, -1.236, 6.329], [0.023, -0.213, 5.040], [-0.346, 2.740, 7.104], [-0.792, 1.970, 5.576], [0.952, 2.365, 5.853], [-4.897, 2.119, 0.500], [-4.837, 3.441, 1.311], [-3.466, 3.511, 2.027], [-3.212, 4.583, 3.028], [-1.740, 4.533, 3.296], [-1.308, 5.731, 4.212], [-1.658, 6.996, 3.467], [-3.126, 7.057, 3.109], [-3.572, 5.814, 2.349], [-3.945, 4.302, 4.274], [-5.926, 1.853, 0.201], [-4.634, 1.147, 1.046], [-4.257, 2.109, -0.366], [-5.567, 3.334, 2.123], [-5.125, 4.248, 0.668], [-2.663, 3.617, 1.226], [-3.340, 2.580, 2.590], [-1.177, 4.596, 2.345], [-1.523, 3.586, 3.817], [-0.257, 5.574, 4.395], [-1.795, 5.662, 5.212], [-1.088, 6.978, 2.515], [-1.384, 7.907, 4.033], [-3.289, 7.936, 2.481], [-3.754, 7.183, 4.039], [-3.024, 5.760, 1.412], [-4.626, 5.847, 2.153], [-3.355, 3.724, 4.949], [-4.914, 3.755, 4.076], [-4.148, 5.225, 4.769], [-0.670, -4.981, -2.518], [0.714, -4.334, -2.387], [1.803, -5.409, -2.426], [3.252, -4.946, -2.367], [4.129, -6.163, -2.155], [5.529, -5.851, -1.766], [5.533, -4.996, -0.549], [4.879, -3.658, -0.856], [3.431, -3.957, -1.225], [3.643, -4.344, -3.676], [-0.878, -5.370, -3.545], [-1.386, -4.218, -2.262], [-0.809, -5.746, -1.759], [0.771, -3.896, -1.387], [0.911, -3.582, -3.145], [1.708, -6.086, -3.260], [1.690, -5.924, -1.479], [3.650, -6.854, -1.475], [4.172, -6.734, -3.073], [5.971, -6.855, -1.535], [6.063, -5.340, -2.587], [4.904, -5.414, 0.262], [6.523, -4.820, -0.177], [4.853, -2.941, 0.042], [5.440, -3.104, -1.616], [2.882, -4.401, -0.369], [2.828, -3.067, -1.488], [4.636, -3.965, -3.651], [2.935, -3.520, -3.848], [3.618, -5.172, -4.417], [3.622, 0.122, 0.003], [2.334, -0.335, 0.793], [1.307, 0.617, 0.247], [0.087, 0.575, 1.149], [-0.487, -0.768, 1.128], [-0.822, -1.243, -0.286], [-1.805, -0.342, -1.007], [-1.284, 1.120, -0.949], [-0.964, 1.472, 0.516], [0.327, 0.992, 2.531], [3.766, 1.172, 0.207], [3.616, -0.080, -1.076], [4.565, -0.326, 0.352], [2.432, -0.315, 1.858], [2.006, -1.284, 0.473], [0.933, 0.379, -0.716], [1.524, 1.682, 0.156], [0.185, -1.520, 1.655], [-1.331, -0.769, 1.817], [0.027, -1.450, -0.961], [-1.267, -2.238, -0.102], [-1.913, -0.628, -2.049], [-2.772, -0.379, -0.461], [-0.506, 1.237, -1.703], [-2.105, 1.744, -1.289], [-0.627, 2.503, 0.563], [-1.849, 1.314, 1.079], [0.606, 2.082, 2.467], [1.167, 0.345, 2.913], [-0.529, 0.758, 3.191], [1.299, 0.162, -4.384], [2.776, -0.583, -3.810], [0.926, -1.162, -5.412], [-0.045, 0.993, -5.018], [1.529, 1.466, -3.257], [2.207, 1.025, -5.680], [0.225, -0.469, -3.203], [-0.348, 6.155, -0.966], [-0.593, 4.857, -0.881], [-1.334, 4.573, 0.067], [-0.042, 4.054, -1.625], [-0.757, 6.439, -0.126], [0.674, -3.606, 3.465], [0.779, -4.111, 2.049], [-0.229, -4.012, 1.317], [1.882, -4.611, 1.730], [-0.171, -2.924, 3.676], [1.599, -3.081, 3.715], [0.572, -4.478, 4.137], [-4.400, 0.362, 4.142], [-2.906, 0.294, 4.321], [-2.383, -0.847, 4.260], [-2.239, 1.374, 4.382], [-4.806, -0.634, 4.251], [-4.763, 0.922, 3.259], [-4.835, 0.935, 4.954]],
  "atomic_forces_ev_per_a": [[-0.8, -0.4, 2.0], [0.0, 0.0, -0.8], [2.4, -0.1, 0.2], [-2.2, 0.5, 0.9], [-0.3, -1.0, -0.4], [1.4, 0.3, 1.4], [-0.7, -0.8, -1.7], [-1.2, 2.1, 0.2], [1.2, 1.1, 0.6], [0.8, -0.5, -1.3], [0.1, -0.3, -0.7], [-0.1, 0.3, -0.5], [0.2, 0.3, -0.2], [-0.1, 0.1, 0.1], [0.1, 0.2, -0.1], [-0.8, -0.2, 0.0], [-0.2, -0.1, -0.1], [-0.4, -0.5, -0.1], [-0.8, 0.4, 0.1], [0.1, -0.2, -0.3], [-0.2, 0.0, 0.1], [0.1, 0.0, 0.0], [-0.2, 0.5, 0.0], [0.4, -1.4, 0.1], [0.1, -0.2, 0.0], [0.0, -0.8, 0.1], [0.1, 0.0, -0.2], [0.2, -0.3, 0.2], [0.1, -0.3, -0.1], [0.5, 1.0, 0.5], [1.1, 0.9, 0.0], [-0.4, 0.2, 1.5], [0.6, 0.0, -0.8], [-1.0, 0.1, 2.6], [0.7, -0.2, -1.3], [0.9, -2.4, -0.1], [-0.1, 0.7, 0.3], [0.7, 1.1, -0.2], [-0.5, -1.1, -1.8], [-0.4, 0.5, 0.5], [-0.8, -0.2, 0.1], [-0.3, 0.5, -0.2], [-0.2, -0.3, -0.1], [0.5, -0.5, 0.2], [0.1, -0.1, -0.2], [-0.2, -1.1, 0.4], [0.1, 0.0, -0.4], [0.2, 1.1, -0.5], [0.0, 0.1, 0.3], [0.6, 1.6, -0.7], [-1.2, 0.2, 0.3], [-0.3, -0.2, -0.3], [0.4, 0.0, 0.1], [0.0, 0.3, 0.4], [-0.5, -0.2, 0.3], [1.0, 0.3, -0.2], [-0.3, -0.4, 0.7], [-0.8, -0.4, 0.0], [0.6, 0.0, -0.7], [-0.2, -0.6, -0.3], [-1.4, -0.2, 0.5], [2.6, 2.5, 1.1], [1.1, -0.3, 0.4], [2.3, -0.9, -1.3], [-0.4, 0.5, 0.3], [0.7, -0.6, -0.3], [0.4, -0.7, 0.2], [-1.0, 1.3, 1.5], [-1.2, -0.5, -0.5], [-0.7, 0.8, -0.6], [0.1, -0.3, -0.1], [0.2, -0.2, 0.2], [-0.2, -0.2, -0.4], [-0.9, -0.3, -1.0], [-0.2, -0.5, -0.4], [-1.0, 0.2, -0.8], [-0.6, 0.1, 0.4], [0.0, -0.4, -0.1], [0.0, -0.2, -0.1], [0.1, 0.2, 0.0], [-0.3, 0.3, 0.2], [0.2, -0.1, 0.1], [-0.2, 0.5, -0.3], [-0.2, -0.6, 0.4], [0.4, 0.3, -0.7], [-0.1, 0.5, 0.2], [0.5, -0.1, 0.7], [0.0, -0.1, 0.2], [-0.3, -0.8, -0.2], [0.1, -0.1, 0.3], [-0.2, -0.3, -0.8], [0.6, 1.5, -1.1], [2.0, 0.6, 0.5], [-1.8, 0.4, 0.1], [0.1, -0.1, -0.3], [-0.2, -0.4, 0.5], [-0.2, 0.3, 0.2], [1.0, 1.3, 0.1], [0.7, -0.2, -1.7], [-0.2, -1.9, 0.7], [-0.5, 0.3, 0.0], [0.7, -0.5, -0.1], [-0.3, 0.6, 0.2], [-0.6, -1.3, -0.2], [-0.3, 0.2, 0.8], [0.0, -0.2, 0.8], [-0.5, 0.0, 0.2], [0.8, 0.1, 0.2], [-0.2, 0.0, -0.5], [0.1, -0.1, 0.1], [0.2, 0.2, -0.2], [-0.2, -0.1, 0.2], [0.1, -0.6, 0.4], [-0.9, 0.0, 0.0], [-0.2, -0.7, 0.3], [-0.5, 0.1, 0.1], [0.3, -0.4, 0.0], [0.3, 0.0, -0.2], [0.3, 0.1, 0.7], [-0.1, 1.2, -1.0], [-0.5, -0.2, 0.1], [0.6, -0.8, -0.8], [0.1, -0.9, 0.5], [1.4, -1.1, 0.6], [-0.9, 1.8, -1.1], [-0.8, -2.3, 0.3], [1.9, 0.4, -0.8], [-0.6, -2.0, -0.1], [-0.9, -1.3, 1.3], [-0.9, 1.7, -0.1], [0.4, 0.3, -0.5], [-0.1, 0.3, 0.6], [-0.5, -0.1, 0.3], [-0.2, 0.1, -0.8], [-0.2, 0.5, 0.1], [0.0, 0.2, 0.5], [-0.1, 0.6, 0.2], [0.3, 0.5, 0.0], [0.0, -0.3, -0.1], [0.1, 0.4, 0.4], [0.6, -0.1, 0.0], [-0.3, 0.7, -0.1], [-0.8, 0.0, 0.1], [0.5, 0.5, 0.1], [-0.3, 0.0, 0.1], [0.1, 0.6, -0.7], [0.7, 0.7, -0.4], [0.2, 0.2, 0.2], [0.0, -0.1, -0.1], [0.0, -0.4, 0.2], [0.4, -0.2, -2.1], [-1.3, -1.4, 1.7], [-0.8, -0.6, -0.5], [-0.1, 0.9, -0.7], [-0.5, 0.7, 0.5], [0.7, 0.5, -0.5], [0.1, 1.9, 1.6], [0.5, -1.9, 0.4], [-0.9, 0.1, 0.1], [0.9, 0.5, -0.7], [0.0, -0.9, 1.1], [0.1, 0.7, 0.2], [-0.3, 0.7, 0.5], [0.6, -0.1, -0.2], [0.5, 0.2, -0.3], [0.2, -0.1, -0.3], [-0.1, 0.6, -0.1], [0.0, 0.6, 0.0], [0.9, -1.1, -0.3], [0.6, 0.1, 0.4], [-0.3, -0.5, 0.3], [0.0, -1.1, -0.1], [-1.3, -0.2, -0.1], [-0.3, 0.4, -0.9], [0.2, 0.1, -0.5], [0.3, 0.4, -0.4], [0.4, -0.2, 0.5], [0.4, -0.1, 0.0], [0.2, -0.2, 0.0], [-0.9, 0.1, 0.6], [-0.4, -1.6, 0.8], [0.2, -1.8, 1.4], [0.6, -1.2, -2.0], [0.2, -1.5, -0.5], [1.2, 0.7, 1.3], [-1.1, -1.3, -0.2], [0.7, 0.8, 0.0], [-0.8, 0.1, 0.9], [0.6, 2.1, -0.1], [-1.8, -0.3, 0.0], [0.3, 0.7, -0.2], [0.1, 1.5, -0.1], [0.2, 0.3, -0.4], [-0.4, 0.3, -0.3], [0.2, 0.6, -0.2], [-0.9, -0.2, 1.2], [0.2, 0.1, -0.2], [-0.6, -0.1, 0.3], [-0.3, 0.2, -0.5], [0.5, 0.3, 0.0], [0.2, 0.1, -0.6], [-0.1, 0.2, 0.4], [0.0, -0.5, -0.3], [-0.2, -0.1, 0.1], [0.6, 0.0, -0.9], [-0.1, 0.1, -0.3], [-0.5, -0.2, 0.0], [0.5, -0.7, 0.1], [1.1, 0.8, 0.1], [-0.4, 0.6, 0.3], [0.4, 0.1, -0.6], [0.6, -0.5, 0.1], [0.0, 0.4, 1.0], [0.5, -0.1, -0.2], [-0.6, -0.5, -0.7], [0.6, -0.9, 0.2], [-0.4, 1.1, 1.3], [-0.4, 0.9, 0.8], [-1.2, 0.4, 0.2], [-1.1, -0.4, -0.3], [0.2, 0.2, 0.9], [-0.5, 0.3, -0.2], [0.1, -0.3, -0.1], [-0.1, 0.3, -0.1], [-0.3, 0.3, -0.1], [0.1, -0.2, -0.3], [-0.1, -0.6, 0.0], [-0.2, 0.3, 0.6], [-0.4, 0.1, -0.5], [0.0, 1.0, -0.5], [0.0, -0.5, 0.3], [0.5, -0.3, -0.2], [0.6, -0.1, 0.3], [-0.1, -1.2, -1.1], [-0.2, -0.1, -0.1], [0.5, 0.1, -0.2], [0.6, -0.3, -0.1], [0.7, 0.3, 0.2], [0.4, -0.4, -0.4], [-0.3, 0.9, 0.2], [0.6, -1.0, 1.0], [1.6, 1.7, -2.7], [-1.1, 0.8, 2.0], [-1.0, 0.4, -1.4], [0.7, -2.3, 0.5], [-0.6, -1.4, 0.1], [0.1, 0.9, 0.8], [-0.7, -1.2, 0.1], [0.9, 0.4, -1.5], [1.4, 0.1, 0.6], [0.0, 0.5, -0.3], [-0.5, 0.2, 0.3], [-0.4, -0.2, 0.1], [0.4, 0.1, 0.4], [0.0, -1.5, -0.1], [0.2, -0.6, -0.8], [0.6, 0.0, 0.4], [-0.4, 1.0, -0.9], [-0.5, 0.2, -0.3], [0.0, 0.2, 0.6], [0.2, 0.2, -0.2], [-0.2, -0.2, 0.0], [0.3, -0.1, -0.5], [0.2, 0.4, 0.5], [0.0, 0.5, 0.2], [0.0, 0.1, 0.2], [-0.9, 0.1, 0.8], [-0.3, -1.1, 0.6], [-0.8, 1.1, -0.3], [0.0, 0.6, -0.6], [1.8, 1.4, -1.3], [-0.8, -0.1, 0.0], [0.3, -0.5, -0.1], [-1.5, 0.9, -0.6], [0.5, 0.3, 0.0], [-0.3, -0.9, 1.2], [-0.1, -1.2, 0.9], [0.8, 2.5, -0.1], [0.5, -2.1, 0.2], [-1.7, -0.6, 2.0], [0.8, -0.1, -1.3], [0.1, 0.5, -0.6], [-0.2, 0.4, 1.1], [-0.1, -0.2, -0.6], [-0.5, 0.1, -0.1], [0.6, -0.1, -0.1], [0.2, -0.3, -0.3], [0.1, -0.1, 0.2], [0.2, 0.3, -0.2], [-0.6, 0.6, 0.6], [0.8, 0.2, -1.4], [0.2, 0.1, 0.5], [-0.5, -0.2, 0.2], [-0.3, -0.2, -0.5], [0.5, -0.7, 0.1], [0.0, 0.2, 0.4]],
  "lowdin_charge": [-0.06, -0.23, -0.08, -0.28, -0.13, -0.10, -0.17, -0.19, -0.13, 0.00, 0.08, 0.08, 0.08, 0.10, 0.12, 0.12, 0.13, 0.11, 0.14, 0.12, 0.10, 0.11, 0.10, 0.15, 0.09, 0.15, 0.13, 0.12, 0.11, 0.11, -0.07, -0.22, -0.15, -0.27, -0.11, -0.12, -0.14, -0.13, -0.13, 0.05, 0.07, 0.10, 0.06, 0.09, 0.11, 0.13, 0.11, 0.12, 0.09, 0.08, 0.10, 0.10, 0.12, 0.13, 0.11, 0.13, 0.14, 0.09, 0.12, 0.12, -0.05, -0.20, -0.14, -0.28, -0.08, -0.16, -0.17, -0.17, -0.15, 0.02, 0.07, 0.05, 0.08, 0.07, 0.10, 0.14, 0.15, 0.14, 0.15, 0.11, 0.14, 0.13, 0.14, 0.13, 0.14, 0.11, 0.15, 0.09, 0.10, 0.12, -0.07, -0.18, -0.12, -0.29, -0.12, -0.17, -0.16, -0.13, -0.08, 0.02, 0.06, 0.04, 0.08, 0.09, 0.11, 0.14, 0.12, 0.14, 0.13, 0.12, 0.13, 0.12, 0.13, 0.12, 0.12, 0.14, 0.14, 0.11, 0.13, 0.13, -0.06, -0.22, -0.13, -0.26, -0.09, -0.19, -0.15, -0.14, -0.11, -0.01, 0.09, 0.09, 0.08, 0.10, 0.11, 0.14, 0.12, 0.14, 0.13, 0.12, 0.13, 0.13, 0.09, 0.11, 0.13, 0.12, 0.15, 0.12, 0.13, 0.10, -0.06, -0.22, -0.16, -0.27, -0.11, -0.15, -0.16, -0.18, -0.08, 0.01, 0.06, 0.07, 0.08, 0.09, 0.12, 0.16, 0.11, 0.15, 0.17, 0.12, 0.13, 0.10, 0.14, 0.11, 0.10, 0.14, 0.11, 0.12, 0.07, 0.11, -0.09, -0.18, -0.16, -0.26, -0.10, -0.15, -0.19, -0.15, -0.13, 0.04, 0.09, 0.08, 0.05, 0.10, 0.11, 0.11, 0.10, 0.12, 0.11, 0.11, 0.13, 0.12, 0.13, 0.13, 0.14, 0.13, 0.14, 0.09, 0.13, 0.09, -0.07, -0.22, -0.11, -0.25, -0.13, -0.17, -0.21, -0.16, -0.11, 0.04, 0.10, 0.05, 0.08, 0.09, 0.10, 0.14, 0.13, 0.14, 0.14, 0.15, 0.14, 0.12, 0.11, 0.12, 0.12, 0.11, 0.13, 0.09, 0.10, 0.13, -0.05, -0.16, -0.11, -0.27, -0.13, -0.16, -0.16, -0.14, -0.08, 0.01, 0.06, 0.08, 0.07, 0.09, 0.09, 0.09, 0.15, 0.13, 0.13, 0.11, 0.10, 0.09, 0.11, 0.09, 0.11, 0.10, 0.11, 0.14, 0.08, 0.08, 0.72, -0.26, -0.24, -0.25, -0.26, -0.28, -0.24, 0.08, -0.88, -0.06, 0.00, 0.11, -0.04, -0.77, -0.05, -0.07, 0.07, 0.06, 0.07, 0.01, -0.71, -0.07, -0.12, 0.07, 0.07, 0.08]
}